No. 1
The following is a DFT calculation (ωB97M-V/def2-TZVPD) of 6 unconnected molecules or ions with the total composition C24H36O18.

Last column: Löwdin charge in e.
Atoms and positions in Å:
C1 3.3749 1.6939 1.2167  -0.023
C2 3.6667 3.0646 0.6486  -0.285
C3 5.0924 3.4577 0.2557  -0.097
O1 4.9934 4.0613 -1.0267  0.083
C4 3.8256 3.6495 -1.5779  -0.576
O2 3.5602 3.6979 -2.7436  0.162
O3 3.0703 3.1235 -0.6449  0.081
H1 4.0037 1.3290 2.0320  0.087
H2 3.1590 0.7974 0.6345  0.079
H3 2.3894 1.7936 1.6856  0.070
H4 3.2572 3.7916 1.3515  0.149
H5 5.7401 2.5779 0.2152  0.134
H6 5.5246 4.0809 1.0381  0.132
C5 -0.5693 4.4601 0.2858  -0.011
C6 -0.2651 3.7820 -1.0520  -0.284
C7 -1.4151 3.8765 -2.0407  -0.122
O4 -1.0536 4.8741 -2.9477  0.081
C8 0.2291 5.2404 -2.7422  -0.542
O5 0.7664 6.1248 -3.3253  0.170
O6 0.7749 4.5253 -1.7145  0.063
H7 -0.9926 5.4640 0.2368  0.095
H8 0.2217 4.3579 1.0261  0.076
H9 -1.4395 3.9041 0.6580  0.069
H10 0.0699 2.7671 -0.8465  0.133
H11 -2.4207 4.1320 -1.6944  0.137
H12 -1.6164 2.8831 -2.4571  0.133
C9 3.4756 0.1817 -3.6241  -0.004
C10 3.3364 -0.1781 -5.0951  -0.324
C11 2.3439 0.4450 -6.0823  -0.096
O7 3.0706 0.6793 -7.2760  0.087
C12 4.3809 0.4260 -7.0536  -0.555
O8 5.2790 0.4909 -7.8283  0.166
O9 4.5664 0.0419 -5.7721  0.074
H13 2.6451 0.0852 -2.9264  0.072
H14 3.7697 1.2378 -3.6464  0.076
H15 4.3336 -0.2460 -3.1033  0.086
H16 3.1714 -1.2580 -5.2031  0.143
H17 1.9593 1.3050 -5.5266  0.137
H18 1.5475 -0.2840 -6.2087  0.130
C13 -0.3685 -3.4921 1.1178  -0.024
C14 -0.7939 -2.0508 1.0149  -0.263
C15 -0.2368 -1.0591 2.0531  -0.130
O10 0.3917 -0.0425 1.3581  0.077
C16 0.4394 -0.3522 0.0456  -0.532
O11 0.9525 0.3116 -0.8310  0.136
O12 -0.0538 -1.5804 -0.1626  0.085
H19 0.7080 -3.5649 0.9586  0.097
H20 -0.8766 -4.1409 0.4069  0.076
H21 -0.4817 -3.9377 2.1098  0.089
H22 -1.8684 -1.8653 1.0425  0.150
H23 0.4720 -1.6417 2.6536  0.135
H24 -1.0664 -0.8953 2.7418  0.122
C17 -3.2038 -6.7584 0.3557  -0.007
C18 -3.4583 -8.0925 1.0753  -0.295
C19 -2.7432 -8.3020 2.3997  -0.118
O13 -3.7748 -8.2508 3.3888  0.040
C20 -5.0122 -8.1396 2.6827  -0.533
O14 -6.0647 -8.0109 3.2197  0.165
O15 -4.8567 -8.1110 1.3737  0.090
H25 -3.7500 -5.9252 0.8075  0.095
H26 -3.6230 -6.7755 -0.6490  0.087
H27 -2.1791 -6.3938 0.4276  0.068
H28 -3.2828 -9.0576 0.5948  0.154
H29 -2.0924 -7.4378 2.5685  0.122
H30 -2.1428 -9.2011 2.5325  0.132
C21 -3.1622 3.6069 4.4036  -0.019
C22 -2.5285 2.4329 3.7043  -0.333
C23 -2.9787 1.1003 4.1810  -0.106
O16 -3.3172 0.3771 2.9991  0.069
C24 -3.2048 1.2011 1.9389  -0.562
O17 -3.3068 0.8578 0.7970  0.163
O18 -3.0214 2.4648 2.3579  0.082
H31 -4.0167 3.9499 3.8230  0.100
H32 -2.4908 4.4668 4.4673  0.085
H33 -3.3888 3.4497 5.4594  0.090
H34 -1.4443 2.5116 3.8261  0.156
H35 -3.8070 1.2914 4.8667  0.134
H36 -2.1930 0.6203 4.7638  0.137

Values from the calculation:
- charge = 0
- multiplicity = 1
- HOMO energy (eV) = -10.292
- LUMO level (eV) = -0.17
- E (a.u.) = -2290.4281
- SMILES string = C[C@H]1COC(=O)O1.C[C@H]1COC(=O)O1.C[C@H]1COC(=O)O1.C[C@H]1COC(=O)O1.C[C@H]1COC(=O)O1.C[C@H]1COC(=O)O1
- relative energy (zero: lowest compared OMol25 entry of this formula, charge and spin) (kJ/mol) = 347.81

---

No. 2
The following is a DFT calculation (ωB97M-V/def2-TZVPD) of a molecular structure, C5H9NO.

Last column: Löwdin charge in e.
Atoms and positions in Å:
C1 -1.0499 -1.1109 -0.9155  -0.042
C2 -0.2222 -0.1687 0.0082  -0.263
C3 -1.0898 0.2820 1.1938  -0.058
C4 1.6837 -0.2321 0.4310  -0.015
N1 1.6476 0.8402 -0.5316  0.031
C5 0.3245 0.9981 -0.7631  -0.549
O1 -0.3073 1.8277 -1.3746  0.078
H1 -2.0711 -0.7160 -1.1023  0.093
H2 -1.1937 -2.0888 -0.4555  0.074
H3 -0.6106 -1.2327 -1.9107  0.081
H4 -1.1203 -0.5279 1.9223  0.079
H5 -2.1387 0.5158 0.9327  0.091
H6 -0.6813 1.1824 1.6608  0.085
H7 1.8958 0.1268 1.4599  0.082
H8 2.5493 -0.9108 0.2110  0.090
H9 2.3882 1.4445 -0.8464  0.143

Values from the calculation:
- charge = 0
- multiplicity = 1
- HOMO energy (eV) = -9.396
- LUMO level (eV) = 0.85
- E (a.u.) = -325.8513
- relative energy (zero: lowest compared OMol25 entry of this formula, charge and spin) (kJ/mol) = 226.52

---

No. 3
The following is a DFT calculation (ωB97M-V/def2-TZVPD) of a molecular structure, C33H33MgN8O4Te.

Last column: Löwdin charge in e.
Atoms and positions in Å:
Mg1 -0.9874 0.8973 -0.0031  0.607
C1 -0.5938 -3.0589 0.3766  0.015
C2 -0.7010 -2.3077 -0.9019  -0.356
N1 -0.7388 -0.9990 -1.0121  0.120
C3 -0.7721 -0.7125 -2.3596  -0.196
C4 -0.8108 -1.8794 -3.0664  -0.163
N2 -0.7514 -2.8728 -2.1245  0.181
C5 -0.9299 -2.2509 -4.4977  -0.511
O1 -0.9765 -1.2716 -5.3667  0.121
O2 -0.9669 -3.4255 -4.8020  0.079
C6 -0.7175 0.7122 -2.8082  -0.576
O3 -0.9136 0.9646 -4.0114  0.031
O4 -0.4812 1.5480 -1.8936  -0.068
H1 -0.6299 -2.3497 1.2020  0.077
H2 0.3518 -3.6001 0.4245  0.088
H3 -1.4100 -3.7740 0.4910  0.081
H4 -0.6976 -3.8488 -2.3698  0.172
H5 -0.8959 -0.3657 -4.9114  0.076
N3 3.2058 -0.0289 9.3937  0.144
C7 2.7453 0.1105 8.3495  -0.191
C8 2.1687 0.2871 7.0467  -0.238
C9 2.3513 1.4867 6.3634  -0.019
C10 1.7909 1.6509 5.1086  -0.009
C11 1.0414 0.6322 4.5264  -0.187
C12 0.8625 -0.5625 5.2211  -0.011
C13 1.4252 -0.7423 6.4712  -0.017
C14 0.4384 0.8168 3.1770  -0.053
C15 1.3081 0.9362 2.1228  -0.240
C16 2.7304 0.6977 2.1580  -0.015
C17 3.1646 0.6862 0.8729  -0.046
C18 2.0106 0.9353 0.0619  -0.141
N4 0.9289 1.1407 0.7840  0.029
C19 -0.9874 0.7759 3.1275  -0.274
C20 -1.8534 0.7334 4.2363  -0.051
C21 -3.1489 0.7510 3.7299  -0.098
C22 -3.0128 0.8107 2.3401  -0.189
N5 -1.7242 0.8245 1.9620  -0.002
H6 2.9284 2.2808 6.8172  0.118
H7 1.9276 2.5782 4.5680  0.128
H8 0.2783 -1.3529 4.7690  0.128
H9 1.2938 -1.6730 7.0059  0.118
H10 3.3058 0.4865 3.0454  0.109
H11 4.1487 0.4633 0.4960  0.094
H12 1.9857 0.8959 -1.0191  0.038
H13 -1.5587 0.7120 5.2733  0.100
H14 -4.0732 0.7376 4.2852  0.082
H15 -3.7962 0.8623 1.5994  0.082
C23 -2.2648 3.7222 -0.4934  -0.053
N6 -2.9606 3.2331 -1.6692  -0.149
C24 -2.4441 3.8038 -2.9109  -0.047
C25 -3.4206 1.9424 -1.6600  -0.431
N7 -3.0206 1.1028 -0.7519  0.112
N8 -4.2952 1.6089 -2.6612  -0.153
C26 -5.3103 2.5287 -3.1350  -0.058
C27 -4.5378 0.2142 -2.9575  -0.046
H16 -2.3548 4.8095 -0.4618  0.091
H17 -1.1949 3.4828 -0.5265  0.085
H18 -2.7096 3.3093 0.4102  0.086
H19 -1.3633 3.6517 -2.9618  0.088
H20 -2.6738 4.8709 -2.9404  0.087
H21 -2.8837 3.3144 -3.7736  0.084
H22 -3.5924 0.2664 -0.7545  0.069
H23 -5.1268 3.5248 -2.7457  0.084
H24 -6.3031 2.2051 -2.8018  0.088
H25 -5.3122 2.5691 -4.2270  0.090
H26 -5.2879 -0.2353 -2.2926  0.092
H27 -3.6095 -0.3512 -2.8906  0.084
H28 -4.9022 0.1339 -3.9814  0.094
Te1 2.6540 -1.4986 -2.7932  0.653
C28 4.4669 -2.5713 -2.6155  -0.739
C29 4.6376 -3.8148 -3.2327  -0.191
C30 5.8237 -4.5260 -3.1186  -0.127
C31 6.8852 -4.0171 -2.3806  -0.138
C32 6.7359 -2.7825 -1.7615  -0.128
C33 5.5479 -2.0750 -1.8792  -0.189
H29 3.8195 -4.2261 -3.8118  0.074
H30 5.9195 -5.4872 -3.6121  0.088
H31 7.8118 -4.5714 -2.2912  0.082
H32 7.5524 -2.3648 -1.1821  0.087
H33 5.4505 -1.1110 -1.3941  0.066

Values from the calculation:
- charge = -1
- multiplicity = 1
- HOMO energy (eV) = -3.156
- LUMO level (eV) = 1.38
- E (a.u.) = -2484.7269
- relative energy (zero: lowest compared OMol25 entry of this formula, charge and spin) (kJ/mol) = 0.00